No. 1
23
Properties=species:S:1:pos:R:3 method="wB97M-V/def2-TZVPD" total_charge=+1 total_energy_ha=-670.5541 de_lowest_kcal_mol=33.6 gap_ev=7.7
C 0.0166 3.2434 -0.1537
C -1.2907 -2.2213 0.2415
C -0.8541 1.9564 -0.3188
C -1.3810 -0.6900 -0.1704
C 2.2673 -1.1314 -0.8274
N 2.5633 -2.0389 0.0208
O -0.0797 0.4564 2.0161
P -0.0774 0.4044 0.3347
H 0.5644 3.3964 0.7548
H 0.6985 3.3527 -0.9948
H -0.7567 4.0303 -0.3006
H -1.1049 -2.4926 1.2347
H -2.2614 -2.7375 0.0689
H -0.4637 -2.7264 -0.4233
H -1.0605 1.8379 -1.3304
H -1.7701 2.1237 0.1314
H -2.3154 -0.1705 -0.0065
H -1.2707 -0.7684 -1.2497
H 2.7162 -0.2278 -0.8148
H 1.4306 -1.3478 -1.4580
H 3.4209 -2.0166 0.4367
H 1.9160 -2.7286 0.3350
H -0.9075 0.4964 2.4736

No. 2
53
Properties=species:S:1:pos:R:3 method="wB97M-V/def2-TZVPD" total_energy_ha=-1154.6283 gap_ev=8.7
O -2.7136 -2.0247 2.5585
C -4.1292 -1.9173 2.6455
C -4.8236 -3.2565 2.7862
C -4.4240 -4.2605 1.7129
C -3.2611 -5.1617 2.0841
P -2.6178 -6.0675 0.5166
H -2.4883 -1.9916 1.6152
H -4.4206 -1.2850 3.4826
H -4.5010 -1.4332 1.7417
H -5.8885 -3.0464 2.6732
H -4.7099 -3.6608 3.7861
H -4.1846 -3.7547 0.7731
H -5.2792 -4.9002 1.5051
H -2.4350 -4.5827 2.4882
H -3.5417 -5.9075 2.8259
H -2.3270 -7.2418 1.2863
H -3.9075 -5.9813 -0.0916
H -1.7146 -4.9945 0.2485
H -2.1306 -6.7520 -0.6743
C -1.2537 1.2008 0.7029
C -0.2417 0.1248 0.3226
C 0.9216 0.6350 -0.5376
O 0.5965 0.8720 -1.8981
C -0.0368 2.1104 -2.1626
N -0.9518 -0.9909 -0.3141
H -1.9250 1.4416 -0.1214
H -1.8728 0.8529 1.5303
H -0.7541 2.1184 1.0193
H 0.1970 -0.2492 1.2519
H 1.6903 -0.1423 -0.5582
H 1.3810 1.5261 -0.0908
H 0.3389 2.9011 -1.5078
H -1.1212 2.0314 -2.0583
H 0.1803 2.3806 -3.1964
H -0.3031 -1.7596 -0.4616
H -1.2108 -0.7004 -1.2536
C 5.2578 4.5903 -2.5275
C 4.4707 3.2844 -2.4686
C 3.2292 3.3428 -1.5675
O 3.4932 3.2935 -0.1777
C 3.8828 4.5202 0.4121
N 5.3790 2.1985 -2.0888
H 5.8697 4.7393 -1.6384
H 5.9337 4.5805 -3.3822
H 4.5923 5.4494 -2.6353
H 4.1102 3.0761 -3.4802
H 2.6273 2.4561 -1.7754
H 2.6074 4.2169 -1.8070
H 3.3717 5.3685 -0.0520
H 4.9635 4.6661 0.3523
H 3.6075 4.4808 1.4658
H 4.8897 1.3108 -2.1641
H 5.5777 2.2931 -1.0960

No. 3
134
Properties=species:S:1:pos:R:3 method="wB97M-V/def2-TZVPD" total_charge=-1 total_energy_ha=-5855.2805 gap_ev=7.6
C -0.7204 -4.1535 2.6100
C -1.5756 -2.9605 2.8597
N -2.8352 -3.1379 2.6928
C -0.9720 -1.6580 3.3045
P 0.6558 -1.0839 2.5265
Br 1.8054 -2.5840 4.1689
C -0.2177 0.0216 1.2486
C -0.9340 -0.6859 0.1297
C -1.9191 0.2357 -0.5815
C -2.5291 -0.3638 -1.8508
N -3.9062 -0.8168 -1.7057
C -4.9333 0.0787 -1.5540
C -4.7039 1.4829 -2.0086
O -6.0069 -0.2544 -1.0879
O 2.2267 -0.5750 2.0274
C 2.8372 0.4147 2.7493
S 4.4777 -0.0713 3.4391
C 1.8699 0.9209 3.8466
C 1.5601 2.4001 3.6828
C 0.1999 2.8256 4.2413
C -0.6863 3.4242 3.1731
C -1.9093 4.1716 3.6650
C -2.5891 5.0264 2.6081
C -3.1598 4.2342 1.4142
C -2.6115 4.5875 0.0439
C -1.1081 4.4520 -0.0940
C -0.5236 4.8740 -1.4355
C -1.1042 4.2805 -2.7231
C -0.2558 3.1739 -3.3334
C 0.0457 2.0177 -2.3758
N 1.4242 1.5790 -2.3689
C 1.8762 0.3056 -2.6418
C 3.2682 0.2629 -2.5154
C 3.6906 1.5887 -2.1271
C 2.5213 2.3498 -2.0421
N 2.3755 0.6461 5.2101
C 3.0857 1.4030 5.8262
O 3.6677 2.1842 6.4809
O 0.6990 0.2348 3.6458
H 0.2891 -3.8973 2.3334
H -1.1797 -4.7448 1.8284
H -0.6622 -4.7555 3.5082
H -3.3427 -2.2773 2.8965
H -0.8260 -1.6838 4.3757
H -1.7051 -0.8883 3.0903
H 0.7420 -2.1095 1.5488
H 0.5038 0.7250 0.8362
H -0.9484 0.6244 1.7798
H -0.2239 -1.0620 -0.6016
H -1.4760 -1.5450 0.5147
H -2.7183 0.4615 0.1175
H -1.3952 1.1523 -0.8372
H -2.4717 0.3347 -2.6742
H -1.9397 -1.2218 -2.1508
H -3.9891 -1.5339 -0.9955
H -4.3137 2.0655 -1.1829
H -4.0038 1.5681 -2.8272
H -5.6571 1.8792 -2.3200
H 3.0706 1.2197 2.0630
H 4.6527 -1.0306 2.5460
H 2.3464 3.0163 4.1096
H 1.5767 2.5956 2.6171
H 0.3475 3.5968 4.9931
H -0.2775 1.9917 4.7377
H -0.0752 4.1271 2.6099
H -0.9914 2.6554 2.4725
H -2.6546 3.4474 3.9824
H -1.6252 4.7969 4.5046
H -1.9182 5.8067 2.2583
H -3.4161 5.5345 3.0916
H -4.2290 4.4117 1.3774
H -3.0403 3.1692 1.5980
H -2.8948 5.6064 -0.2112
H -3.0993 3.9436 -0.6834
H -0.6629 5.1036 0.6501
H -0.8035 3.4473 0.1797
H -0.5621 5.9559 -1.4858
H 0.5292 4.6107 -1.4157
H -1.1466 5.0772 -3.4583
H -2.1263 3.9378 -2.6037
H -0.7769 2.7605 -4.1889
H 0.6783 3.5867 -3.6925
H -0.5319 1.1528 -2.6772
H -0.2497 2.2478 -1.3623
H 1.2140 -0.4984 -2.9027
H 3.9133 -0.5736 -2.6850
H 4.6835 1.9477 -1.9567
H 2.4084 3.3809 -1.7629
C 7.8059 -1.7477 -3.7567
O 8.5741 -0.6739 -4.2475
C 7.7999 0.2520 -4.9887
C 8.3907 1.6372 -4.8782
O 8.1254 2.2734 -3.6386
C 8.8261 1.7963 -2.5006
C 10.2821 2.1902 -2.4431
O 11.0793 1.3979 -3.3077
C 12.2514 2.0537 -3.7200
H 7.3742 -2.3411 -4.5715
H 8.4610 -2.3818 -3.1635
H 6.9993 -1.3714 -3.1170
H 6.7684 0.2767 -4.6183
H 7.7890 -0.0649 -6.0413
H 7.9083 2.2670 -5.6286
H 9.4609 1.6112 -5.0955
H 8.7126 0.7180 -2.3863
H 8.3348 2.2717 -1.6494
H 10.6352 2.0568 -1.4110
H 10.3762 3.2505 -2.7080
H 12.0226 2.9932 -4.2383
H 12.7700 1.3895 -4.4087
H 12.9151 2.2727 -2.8738
C -9.8595 -7.7047 -0.1299
O -8.6934 -7.4735 0.6167
C -7.5427 -8.0671 0.0422
C -6.2802 -7.3293 0.4225
O -6.0666 -6.1277 -0.2862
C -6.8220 -4.9809 0.0912
C -6.3760 -4.3338 1.3770
O -6.8336 -5.0685 2.5052
C -6.0027 -4.8698 3.6266
H -10.1116 -8.7726 -0.1734
H -10.6709 -7.1722 0.3626
H -9.7593 -7.3261 -1.1547
H -7.6301 -8.0812 -1.0514
H -7.4619 -9.1049 0.3987
H -5.4434 -7.9716 0.1371
H -6.2372 -7.1745 1.5034
H -7.8917 -5.2015 0.1234
H -6.6487 -4.2592 -0.7062
H -6.7890 -3.3205 1.4108
H -5.2808 -4.2637 1.3923
H -4.9688 -5.1519 3.4052
H -6.3853 -5.4965 4.4313
H -6.0143 -3.8229 3.9544

No. 4
17
Properties=species:S:1:pos:R:3 method="wB97M-V/def2-TZVPD" total_energy_ha=-346.9561 de_lowest_kcal_mol=43.5 gap_ev=10.6
C -1.8379 -0.3522 -0.1218
C -0.5858 0.1211 0.6011
C 0.6385 -0.8620 0.6562
O 0.7341 -1.6495 -0.5065
C 1.5495 0.3801 0.5829
C 0.3828 1.1244 -0.0799
O 0.4742 0.9175 -1.4915
H -2.2516 0.4211 -0.7840
H -2.6292 -0.6219 0.5851
H -1.5944 -1.2364 -0.7213
H -0.8343 0.5273 1.5899
H 0.7467 -1.5418 1.5074
H 0.7907 -1.0041 -1.2351
H 1.7676 0.7801 1.5774
H 2.4712 0.2944 -0.0019
H 0.2659 2.1916 0.1425
H -0.4191 0.9680 -1.8596

No. 5
87
Properties=species:S:1:pos:R:3 method="wB97M-V/def2-TZVPD" total_charge=-1 total_energy_ha=-3462.0138 de_lowest_kcal_mol=32.4 gap_ev=5.0
Zr -0.3173 -0.4446 -0.5206
O -4.1378 1.0373 1.0217
C -3.1280 0.6440 0.4602
N -1.8631 0.6195 0.8121
C -1.4309 1.5783 1.7834
C -2.2210 2.5375 2.4894
C -1.6241 3.6375 3.0892
C -0.2633 3.7492 3.1023
C 0.5418 2.7425 2.5707
C -0.0357 1.6523 1.9061
N 0.6663 0.5391 1.3584
C 0.3180 -0.7506 2.1159
O -0.3603 -0.6816 3.1739
C 0.7584 -1.8607 1.4718
C 0.6007 -3.1413 2.1793
C 0.9147 -4.2821 1.5645
C 1.5152 -4.2360 0.2472
C 1.6408 -3.0422 -0.3792
N 1.2126 -1.8460 0.1497
C -3.3650 0.1769 -1.0107
C -4.6566 0.2417 -1.4684
C -4.8797 -0.0281 -2.8129
C -3.8053 -0.3546 -3.6208
C -2.5370 -0.3893 -3.0753
N -2.3411 -0.1691 -1.7811
H -3.2641 2.4236 2.4728
H -2.2919 4.3211 3.5625
H 0.1434 4.6179 3.6428
H 1.5933 2.9164 2.7502
H 0.1532 -3.1699 3.1533
H 0.8515 -5.2415 2.1058
H 1.8920 -5.1603 -0.1772
H 2.0907 -2.9719 -1.3578
H -5.4653 0.5868 -0.8413
H -5.8889 -0.0679 -3.2243
H -4.0082 -0.6212 -4.6784
H -1.6416 -0.6257 -3.6653
Cl 5.4853 0.1438 -4.1828
C 3.8650 -0.3545 -3.7604
C 3.1480 0.4623 -2.9605
C 1.8612 0.0423 -2.5666
N 0.9827 0.8574 -1.7573
C 1.1838 2.1619 -1.5508
O 2.2081 2.7935 -1.7063
C -0.0869 2.8653 -1.1293
C -0.0593 4.0767 -0.4960
C -1.2516 4.7701 -0.2962
C -2.4224 4.2521 -0.8078
C -2.3465 3.0021 -1.4301
N -1.2221 2.3081 -1.5998
C 1.3056 -1.1915 -2.9183
C 2.0875 -1.9572 -3.7532
C 3.3111 -1.5407 -4.2091
Cl 4.0944 -2.5411 -5.3711
N 0.1131 -1.6185 -2.3160
C -0.6090 -2.7126 -2.6112
O -0.6265 -3.3400 -3.6381
C -1.5339 -3.1274 -1.4179
C -2.3153 -4.3025 -1.4078
C -3.1352 -4.5892 -0.3439
C -3.1834 -3.7324 0.7378
C -2.4160 -2.5959 0.6705
N -1.6678 -2.2931 -0.3884
H 3.5534 1.4089 -2.5619
H 0.8746 4.4931 -0.1069
H -1.2459 5.7142 0.1837
H -3.3994 4.7017 -0.6420
H -3.2534 2.6090 -1.7870
H 1.7064 -2.8926 -4.1188
H -2.2732 -4.9900 -2.3093
H -3.7018 -5.5020 -0.3251
H -3.7581 -3.9556 1.6560
H -2.3949 -1.8664 1.4684
F 5.7525 0.9880 5.3293
C 4.8281 1.0703 4.3341
C 5.2111 1.5631 3.1045
C 4.2648 1.4690 2.0756
C 2.9726 0.9351 2.3445
C 2.0925 0.7762 1.1615
C 2.6645 0.4651 3.6114
C 3.5725 0.5983 4.6270
H 6.2075 1.9707 2.9673
H 4.5064 1.7834 1.0612
H 2.4629 -0.0639 0.4898
H 2.2125 1.6949 0.6086
H 1.6410 0.1096 3.8412
H 3.3669 0.1433 5.6275

No. 6
81
Properties=species:S:1:pos:R:3 method="wB97M-V/def2-TZVPD" total_charge=-2 total_energy_ha=-5772.7634 de_lowest_kcal_mol=14.9 gap_ev="4.1 / 6.3" multiplicity=2
Hg 0.5169 1.1461 0.8336
N -2.7023 3.1625 -1.5629
C -1.8331 2.4690 -0.7031
S -0.1442 2.7938 -0.9202
N -2.4792 1.7389 0.1327
N -1.8040 1.0387 1.0649
C -2.4883 0.3766 1.9579
C -4.0240 0.4491 2.0079
C -4.6529 1.6771 2.0162
C -6.0435 1.6936 1.9834
C -6.7956 0.5566 2.0310
C -6.1329 -0.6968 2.1534
C -4.7545 -0.7482 2.0566
C -1.8122 -0.5397 2.7695
C -2.3032 -1.3860 3.8037
C -1.5081 -2.3837 4.3742
C -0.2114 -2.5510 3.9285
C 0.3007 -1.6197 2.9993
N -0.4596 -0.6649 2.4334
H -2.1778 3.3194 -2.3873
H -3.4675 2.5406 -1.7205
H -4.0849 2.5974 1.9903
H -6.5592 2.6528 2.0422
H -7.8713 0.5627 2.0726
H -6.6899 -1.6446 1.9659
H -4.2170 -1.7089 2.0031
H -3.2984 -1.2172 4.1897
H -2.0125 -3.0738 5.0882
H 0.4732 -3.3057 4.3164
H 1.3385 -1.6111 2.6547
Br -3.2584 -0.9833 -2.5814
C -2.1969 -2.1914 -1.4888
C -2.7841 -3.3660 -1.1073
C -1.9386 -4.2199 -0.3563
C -0.6250 -3.8713 -0.0655
C -0.1884 -2.6367 -0.5142
N -0.9898 -1.8204 -1.1909
C 1.2558 -2.2486 -0.2562
O 2.0457 -3.2368 -0.2092
O 1.5394 -1.0228 -0.1590
H -3.8110 -3.6215 -1.2716
H -2.3828 -5.1214 0.0001
H 0.0857 -4.5860 0.4774
S 2.5867 1.0457 2.1674
C 2.2900 2.3586 3.3303
C 2.6842 2.1687 4.7024
C 2.6227 3.2024 5.6332
C 1.9779 4.3580 5.2504
C 1.5480 4.4173 3.9307
N 1.6542 3.5020 2.9843
H 3.1510 1.1479 4.8515
H 2.9693 3.0458 6.6744
H 1.8117 5.1423 5.9524
H 0.9678 5.2804 3.5977
C 1.2905 1.3849 -4.6713
P 1.4490 0.4469 -3.1127
C 1.8501 -1.2352 -3.7726
C 1.4128 -1.7083 -5.0046
C 1.3733 -3.0265 -5.2992
C 1.9800 -3.9658 -4.3912
C 2.5166 -3.5187 -3.2260
C 2.4704 -2.1181 -2.8968
C 3.1202 1.0348 -2.6451
C 3.2108 2.0171 -1.6590
C 4.3075 2.8258 -1.6216
C 5.4245 2.6589 -2.4775
C 5.3762 1.6523 -3.4406
C 4.2292 0.8949 -3.4661
H 2.1302 1.2881 -5.3460
H 1.2108 2.4540 -4.3597
H 0.3142 1.1661 -5.1494
H 0.9659 -0.9127 -5.6467
H 1.0511 -3.3162 -6.3123
H 1.9344 -5.0191 -4.5638
H 2.9686 -4.1751 -2.4834
H 2.8041 -1.7161 -1.9931
H 2.4190 2.0819 -0.9171
H 4.3106 3.6033 -0.8534
H 6.2633 3.3352 -2.3760
H 6.2329 1.4404 -4.0721
H 4.2673 0.0611 -4.1703

No. 7
45
Properties=species:S:1:pos:R:3 method="wB97M-V/def2-TZVPD" total_charge=+2 total_energy_ha=-1072.3004 de_lowest_kcal_mol=57.4 gap_ev=5.5
Y 1.8051 -3.0947 -1.6138
C 0.0457 -0.8142 2.0982
C -0.3335 -0.9054 0.5954
C -0.5050 0.5261 0.0364
O 0.4456 -1.7064 -0.2280
H 0.5120 -1.7181 2.4886
H -0.8308 -0.5427 2.6842
H 0.7256 0.0283 2.2610
H -1.3793 -1.2347 0.5961
H -1.0424 0.4748 -0.9125
H 0.4329 1.0471 -0.1209
H -1.1182 1.1684 0.6710
O 1.6906 3.5963 0.7317
H 2.2556 4.3656 0.5693
H 1.8290 3.3876 1.6664
O -1.7883 1.7999 -3.3833
H -2.4076 1.2431 -2.8996
H -1.7303 2.6074 -2.8546
O -3.7993 -1.7429 0.0253
H -3.7112 -1.7057 0.9891
H -2.9120 -1.9247 -0.2987
O -0.4461 -3.8893 -1.5769
H -1.1284 -3.8624 -2.2738
H -0.9206 -3.7057 -0.7461
O 3.1544 0.7262 0.5280
H 2.1931 0.7925 0.4687
H 3.4791 1.5172 0.0705
O -4.5532 1.0900 1.0972
H -4.9492 1.5492 0.3474
H -3.8789 0.5230 0.7097
O 3.1513 -2.5695 0.4701
H 3.9671 -3.0725 0.6427
H 2.8913 -2.2056 1.3350
O 1.3109 2.9806 -2.3776
H 1.4103 3.9362 -2.4594
H 1.2676 2.8148 -1.4291
O 2.7416 -0.9289 -1.7997
H 3.2671 -0.6000 -2.5526
H 3.0546 -0.4031 -1.0095
O -1.1095 -4.4003 3.0192
H -0.3012 -3.8777 3.0523
H -1.4394 -4.3042 2.1204
O -0.8150 4.2079 -0.1953
H -0.5530 5.0110 -0.6578
H 0.0220 3.8153 0.1152